74
Properties=species:S:1:pos:R:3:mulliken_charge:R:1 method="wB97M-V/def2-TZVPD" total_charge=+2 spin_multiplicity=1 e_above_lowest_kj_mol=0.0 orbital_gap_ev=7.048
Ti -1.32918 0.10116 0.63288 -1.047
C -2.10175 0.22280 5.02305 -1.318
C -1.16510 0.18270 3.99967 -0.208
N -1.76931 0.19449 2.80341 1.139
N -3.10476 0.23802 3.05934 -0.516
C -3.32395 0.25302 4.37704 -0.110
B -4.05903 0.24004 1.87280 0.342
N -3.79101 -1.08466 1.06255 -0.058
C -4.64606 -2.05182 0.74079 -0.106
C -3.95409 -3.10739 0.15406 -1.209
C -2.63905 -2.70209 0.13817 -0.138
N -2.52565 -1.48592 0.70307 0.473
N -3.69489 1.49642 0.99838 -0.106
C -4.48597 2.50110 0.62624 -0.099
C -3.73007 3.47147 -0.02267 -1.254
C -2.44550 2.97469 -0.02392 -0.172
N -2.40808 1.78908 0.60769 0.476
H -1.91863 0.22811 6.08313 0.471
H -0.09189 0.15007 4.07206 0.448
H -4.32882 0.28512 4.76664 0.498
H -5.20670 0.28955 2.18824 -0.053
H -5.69675 -1.94002 0.95767 0.497
H -4.36130 -4.03535 -0.20730 0.470
H -1.76852 -3.20290 -0.25243 0.511
H -5.53967 2.47312 0.85490 0.490
H -4.07597 4.40346 -0.43395 0.476
H -1.54769 3.39172 -0.45037 0.481
C 5.06724 0.98954 -0.53755 -1.210
C 4.80405 -0.07190 -1.57148 0.503
C 5.74032 -0.37429 -2.55494 -0.771
C 5.49791 -1.35187 -3.50818 -0.751
C 4.30980 -2.06933 -3.48562 -0.851
C 3.36672 -1.80170 -2.50620 -0.161
C 3.61608 -0.80090 -1.57604 0.286
N 2.65723 -0.51367 -0.54107 0.354
C 1.36015 -0.28312 -0.72379 0.465
N 0.88965 -0.13781 -1.95199 0.166
C -0.46016 0.00674 -2.35855 -0.551
C -1.49512 0.08042 -1.43309 1.848
C -2.79838 0.18068 -1.95466 -0.207
C -3.03802 0.21691 -3.30923 -1.351
C -1.96513 0.16356 -4.19828 -0.754
C -0.66353 0.05812 -3.74882 1.108
C 0.49003 -0.00474 -4.71762 -1.612
N 0.52709 -0.16500 0.34679 0.471
C 1.13307 -0.27091 1.66897 -1.075
C 1.23238 -1.52567 2.26536 -0.161
C 1.90930 -1.66722 3.46410 -1.039
C 2.49368 -0.54904 4.04787 -0.758
C 2.37969 0.70035 3.45099 -1.103
C 1.69066 0.87375 2.25287 1.910
C 1.59089 2.23517 1.62102 -1.155
H 5.99378 1.51656 -0.75344 0.442
H 5.16854 0.56131 0.46465 0.333
H 4.26204 1.72672 -0.50631 0.163
H 6.67373 0.17466 -2.57395 0.423
H 6.24233 -1.56094 -4.26443 0.414
H 4.12546 -2.84868 -4.21241 0.453
H 2.45732 -2.38956 -2.45159 0.642
H 2.98568 -0.51098 0.41375 0.185
H 1.58118 -0.21834 -2.68689 0.001
H -3.64908 0.23503 -1.28408 0.288
H -4.05011 0.29101 -3.68424 0.488
H -2.14771 0.20288 -5.26512 0.426
H 0.13395 0.09052 -5.74058 0.421
H 1.02879 -0.95532 -4.65541 0.370
H 1.20897 0.80343 -4.55275 0.400
H 0.79173 -2.38531 1.77470 0.522
H 1.98987 -2.63831 3.93287 0.493
H 3.03883 -0.64939 4.97747 0.468
H 2.83040 1.56282 3.92677 0.508
H 1.79876 3.01144 2.35437 0.537
H 0.60043 2.43583 1.20957 -0.035
H 2.30890 2.35057 0.80502 0.076

73
Properties=species:S:1:pos:R:3:mulliken_charge:R:1 method="wB97M-V/def2-TZVPD" total_charge=0 spin_multiplicity=1 e_above_lowest_kj_mol=379.3 orbital_gap_ev=6.069
C -1.18863 7.41650 1.61367 -0.798
O -0.49614 7.25747 0.35276 -0.456
C 0.18886 6.09888 0.15039 0.786
C 1.00875 6.03710 -1.00178 -0.905
C 1.84523 4.94743 -1.19348 -0.541
C 1.78401 3.85454 -0.32291 0.648
N 2.59886 2.74162 -0.61107 0.309
C 2.38851 1.44989 -0.20735 -0.117
C 1.04980 0.85451 0.04864 1.208
C 1.06777 -0.33234 0.85363 -1.374
C 0.01783 -1.24164 0.96041 0.691
C 0.35383 -2.43109 1.84432 1.187
C -0.33687 -3.63564 1.90289 -0.010
C 0.07390 -4.71183 2.68815 -1.487
C 1.17823 -4.63473 3.54101 -0.640
C 1.88963 -3.43052 3.51579 -0.742
C 1.47158 -2.34714 2.72102 -0.714
O 0.04422 1.40523 -0.45446 -0.816
N 3.47391 0.73054 -0.56389 0.157
C 3.68965 -0.69371 -0.36221 -0.523
C 4.38871 1.57100 -1.19007 -0.934
C 3.83222 2.79114 -1.26828 -0.252
C 0.97889 3.90707 0.82391 -0.227
C 0.15574 5.00752 1.05333 -0.558
H -1.62063 8.41459 1.55212 0.235
H -1.97740 6.65707 1.72055 0.319
H -0.48702 7.34773 2.46010 0.345
H 0.99074 6.87232 -1.69916 0.407
H 2.53389 4.94049 -2.03794 0.263
H 1.97156 -0.29369 1.48513 0.347
H -1.01614 -0.54262 1.21690 -0.300
H -1.24600 -3.75962 1.37061 0.595
H -0.48516 -5.64533 2.63756 0.388
H 1.47981 -5.46222 4.20712 0.382
H 2.79238 -3.30404 4.14011 0.341
H 2.05164 -1.44568 2.86528 0.386
H 4.59116 -0.94139 -0.92545 0.283
H 3.84995 -0.94646 0.69970 0.309
H 2.85299 -1.30192 -0.74379 0.220
H 5.32117 1.17934 -1.55163 0.421
H 4.19094 3.69610 -1.71557 0.429
H 0.99188 3.10488 1.56170 0.339
H -0.49182 5.03008 1.93418 0.319
C -3.47927 -3.29933 3.60865 -1.114
C -3.93278 -2.34153 2.56078 -0.321
O -2.70644 -2.09182 1.77130 -0.159
C -2.88377 -1.60907 0.56316 0.156
C -1.47155 -1.18983 0.01864 0.932
O -1.70339 -0.19947 -0.90180 -0.065
C -2.95092 -0.20580 -1.66359 -1.050
S -0.90042 -2.70339 -1.10446 1.494
C -0.64310 -2.18239 -2.83321 0.076
C -1.07139 -2.96819 -3.91698 -0.575
C -0.69481 -2.60915 -5.22059 -0.568
C -0.07073 -1.37548 -5.46345 -0.456
C 0.34992 -0.59745 -4.37584 -0.741
C 0.08680 -1.01948 -3.07179 -0.184
O 0.30261 -3.44641 -0.74703 -0.641
O -2.18672 -3.36562 -1.18620 -0.729
O -3.99611 -1.45995 0.02743 -0.657
H -4.27785 -3.37854 4.33531 0.465
H -3.31789 -4.28987 3.18334 0.271
H -2.57957 -2.98107 4.13875 0.253
H -4.64746 -2.75583 1.84283 0.355
H -4.23123 -1.36520 2.94569 0.265
H -2.65431 0.27117 -2.59140 0.261
H -3.34502 -1.20313 -1.84385 0.430
H -3.63346 0.42698 -1.10924 0.281
H -1.68112 -3.86049 -3.75552 0.469
H -0.87439 -3.29072 -6.06031 0.368
H 0.11787 -1.02868 -6.48390 0.373
H 0.91857 0.32959 -4.51900 0.435
H 0.40549 -0.42123 -2.21966 0.454

76
Properties=species:S:1:pos:R:3:mulliken_charge:R:1 method="wB97M-V/def2-TZVPD" total_charge=+3 spin_multiplicity=1 e_above_lowest_kj_mol=82.8 orbital_gap_ev=4.474
Pd -1.38415 -1.04678 -0.89556 -0.672
C -4.09224 -3.42594 2.92198 -0.926
S -3.71986 -1.67539 3.17382 0.150
C -3.04291 -1.18776 1.68413 0.554
S -2.84307 -2.30961 0.34461 -0.174
N -2.69644 0.05545 1.53602 -1.258
N -2.31415 0.32709 0.26059 1.278
C -2.54755 1.48907 -0.24231 -0.612
C -2.22090 1.76601 -1.62289 0.652
C -2.37097 3.01130 -2.20263 -0.946
C -2.09997 3.14052 -3.56319 -0.473
C -1.71800 2.02163 -4.27906 -0.944
C -1.57852 0.80416 -3.61739 0.019
N -1.81169 0.67746 -2.31959 0.371
H -4.28740 -3.81470 3.91985 0.402
H -3.23943 -3.95866 2.50320 0.345
H -4.98307 -3.54427 2.31102 0.370
H -3.05716 2.20338 0.39817 0.535
H -2.70193 3.85608 -1.61326 0.536
H -2.19880 4.10079 -4.05171 0.495
H -1.52999 2.07312 -5.34261 0.471
H -1.27674 -0.08446 -4.15739 0.399
O 5.09514 2.04778 0.83980 -0.550
C 5.12701 1.52394 -0.39028 0.084
O 6.07065 1.60950 -1.11399 -0.498
C 3.87365 0.81469 -0.83503 0.233
C 3.98981 -0.44929 -1.40567 -1.340
C 2.85998 -1.13579 -1.81629 -0.526
C 1.61490 -0.52210 -1.69181 0.296
C 1.50146 0.76600 -1.18566 -0.064
C 2.63101 1.42972 -0.74649 -0.673
N 0.42543 -1.24405 -2.02737 1.239
C 0.34842 -1.98961 -3.06269 -0.439
C -0.89206 -2.71436 -3.33817 0.065
C -0.99424 -3.63291 -4.36211 -0.903
C -2.21463 -4.27390 -4.57010 -0.413
C -3.27972 -3.94944 -3.75476 -0.987
C -3.10630 -3.01421 -2.73970 -0.104
N -1.93814 -2.40639 -2.52641 0.474
H 4.31593 1.74319 1.34847 0.580
H 4.96858 -0.90290 -1.49269 0.515
H 2.94845 -2.15745 -2.16558 0.587
H 0.53338 1.25156 -1.13824 0.395
H 2.54822 2.42928 -0.33738 0.522
H 1.17738 -2.05289 -3.76432 0.672
H -0.13555 -3.84756 -4.98501 0.550
H -2.32242 -5.00519 -5.36028 0.501
H -4.24948 -4.40970 -3.88568 0.465
H -3.93305 -2.73792 -2.10023 0.611
C -0.84085 2.50208 3.47488 -0.819
C 0.23336 1.59841 4.06324 -0.778
N 1.54900 1.81883 3.46376 0.184
C 2.27772 3.05538 3.82892 -0.795
C 2.39684 4.04191 2.67841 -0.845
C 2.16858 0.94657 2.67639 0.177
O 3.30605 1.06103 2.22784 -0.694
C 1.44440 -0.30854 2.22179 -0.208
C 2.00643 -1.55942 2.44957 -0.373
C 1.46870 -2.66955 1.81428 -1.360
C 0.44137 -2.49477 0.90895 -0.782
N -0.06405 -1.27228 0.66665 1.718
C 0.38392 -0.20695 1.34920 -0.114
H -1.81755 2.24979 3.88709 0.409
H -0.88195 2.40672 2.38468 0.073
H -0.64447 3.54986 3.70093 0.408
H -0.03502 0.54656 3.95840 0.441
H 0.32852 1.78543 5.13377 0.425
H 3.25855 2.76724 4.20672 0.442
H 1.72432 3.50159 4.65345 0.450
H 2.98418 3.62522 1.86190 0.133
H 2.90339 4.94236 3.02297 0.433
H 1.41549 4.33799 2.30343 0.257
H 2.86719 -1.65037 3.10066 0.655
H 1.87194 -3.66055 1.97009 0.515
H 0.03994 -3.32111 0.33925 0.542
H -0.03491 0.75805 1.11466 0.642